# 1
Here is C20H45IrN2P3S2 as an isolated structure in a non-equilibrium geometry from OMol25. Energies are from ωB97M-V/def2-TZVPD.

```
73
Properties=species:S:1:pos:R:3:mulliken_charge:R:1
Ir 0.174 0.192 0.117 0.3907
P -0.483 1.960 1.314 0.5254
P -2.024 -0.717 -0.162 1.1393
P 2.323 0.792 -0.168 0.9518
H 2.185 -1.483 -4.916 0.3527
C 2.869 -1.285 -4.095 -0.5407
C 3.071 -2.281 -3.203 -0.6874
H 2.563 -3.250 -3.338 0.4977
C -0.798 3.328 0.178 -1.2507
C -1.966 1.725 2.338 -1.0681
C 0.666 2.706 2.530 -0.7644
C -2.610 -2.033 -1.325 -1.5646
C -2.939 -1.385 1.306 -1.4636
C -2.875 0.658 -1.018 -1.5351
C 3.419 -0.113 -1.292 -1.0442
C 3.400 0.767 1.304 -1.4432
C 2.412 2.475 -0.860 -1.4758
H 3.597 -0.481 -4.316 0.3786
H 3.826 -2.278 -2.391 0.4119
H -1.272 4.134 0.744 0.4781
H -1.465 2.988 -0.618 0.2481
H 0.137 3.700 -0.255 0.3941
H -2.175 2.629 2.922 0.5482
H -1.811 0.896 3.037 0.0901
H -2.844 1.514 1.722 0.3821
H 0.159 3.483 3.127 0.5445
H 1.504 3.200 2.027 0.4023
H 1.044 1.922 3.200 -0.1471
H -3.561 -2.379 -0.882 0.5976
H -1.928 -2.888 -1.424 0.3073
H -2.798 -1.600 -2.322 0.3356
H -4.008 -1.356 1.018 0.5005
H -2.798 -0.832 2.245 0.3096
H -2.634 -2.439 1.467 0.4238
H -3.804 0.273 -1.453 0.5427
H -2.204 0.943 -1.842 0.2261
H -3.104 1.511 -0.376 0.4656
H 4.423 0.342 -1.288 0.4956
H 3.047 -0.093 -2.321 -0.0746
H 3.497 -1.157 -0.961 0.3694
H 4.361 1.201 1.001 0.5105
H 3.582 -0.276 1.604 0.4020
H 3.013 1.347 2.150 0.3401
H 3.412 2.644 -1.284 0.5478
H 2.216 3.226 -0.087 0.3924
H 1.673 2.546 -1.669 0.2898
C -0.490 -1.403 -3.712 0.7147
C -0.520 -0.020 -4.037 -0.4113
C -1.308 0.410 -5.120 -0.6372
C -2.159 -0.512 -5.738 -0.3987
C -2.127 -1.879 -5.402 -0.5773
C -1.276 -2.333 -4.410 -0.6641
S 0.511 -1.981 -2.401 0.2617
H -0.244 -2.979 -1.821 0.1635
H 0.012 0.663 -3.384 0.5547
H -1.204 1.442 -5.479 0.4402
H -2.839 -0.141 -6.516 0.4629
H -2.751 -2.579 -5.968 0.4409
H -1.278 -3.385 -4.077 0.3927
C 1.301 0.347 5.416 -1.2450
N 1.370 -0.333 4.121 -0.1540
C 0.344 -0.906 3.485 0.6177
S 0.608 -1.369 1.780 -0.3451
N -0.792 -1.311 4.106 -0.0425
C -1.035 -1.473 5.531 -1.1059
H 0.408 0.988 5.523 0.4594
H 2.179 1.002 5.526 0.3688
H 1.307 -0.372 6.248 0.4112
H 2.250 -0.280 3.598 0.2084
H -1.401 -1.834 3.488 0.2273
H -2.033 -1.849 5.660 0.3853
H -0.329 -2.156 6.006 0.3793
H -0.978 -0.531 6.091 0.3600
```

As for the spin multiplicity: 5. As for the highest occupied orbital energy (alpha / beta): -14.92 / -17.21 eV. Its energy above the lowest of the compared OMol25 structures with the same formula, charge and spin is 54.0 kJ/mol. The charge is +3.

# 2
Here is C3H3I5O3 as an isolated structure in a non-equilibrium geometry from OMol25. Energies are from ωB97M-V/def2-TZVPD.

```
14
Properties=species:S:1:pos:R:3:mulliken_charge:R:1
C -0.483 -0.855 -0.346 -0.0895
C -0.747 -1.071 -1.834 0.3586
C 0.978 -0.541 -0.158 -0.3198
O -1.175 0.127 0.319 -0.3367
O 0.016 -1.494 -2.626 -0.3607
O 1.309 -0.234 1.077 -0.4484
I -0.101 3.993 2.660 -0.1027
I -0.847 -2.844 0.539 0.2057
I -2.698 -0.434 -2.377 0.0423
I 1.323 1.324 -1.414 0.0913
I 2.299 -2.088 -0.984 0.1877
H -1.670 0.677 -0.283 0.2419
H -0.403 3.304 4.067 0.0964
H 2.198 0.135 1.359 0.4339
```

As for the highest occupied orbital energy: -8.98 eV. Its energy above the lowest of the compared OMol25 structures with the same formula, charge and spin is 4.3 kJ/mol. The charge is 0.

# 3
Here is a 3-piece molecular cluster, C29H42FN6O5 overall in a non-equilibrium geometry from OMol25. Energies are from ωB97M-V/def2-TZVPD.

```
83
Properties=species:S:1:pos:R:3:mulliken_charge:R:1
C -2.545 -3.336 1.724 -1.2051
C -2.243 -4.445 0.689 0.9366
C -3.463 -5.060 -0.024 -1.3043
C -0.979 -4.799 0.433 -0.2058
C -0.663 -5.971 -0.561 -1.3490
C -0.869 -5.412 -2.021 -0.5945
C 0.447 -5.177 -2.814 -0.1368
C 1.106 -6.496 -3.355 -1.5201
C 1.508 -4.304 -2.048 -0.4400
C 1.439 -2.799 -2.482 -0.7659
C 1.347 -1.786 -1.341 0.2458
N 0.870 -0.574 -1.654 -0.4633
C 0.916 0.187 -0.479 0.4899
N 0.564 1.445 -0.329 0.3353
O 0.651 2.148 0.839 -0.4088
C 0.088 2.217 -1.504 -1.2186
C -1.430 2.531 -1.421 -0.3730
C -2.339 1.338 -1.915 -0.2971
C -3.157 1.693 -3.203 -0.6908
O -2.681 0.908 -4.341 -0.3171
C -3.103 1.587 -5.482 0.1234
O -2.325 1.873 -6.309 -0.4059
N 1.398 -0.634 0.480 0.5732
C 1.657 -0.473 1.918 -0.8122
C 3.003 0.233 2.243 0.6576
O 3.617 -0.101 3.192 -0.5422
O 3.444 1.270 1.455 -0.4430
N 1.697 -1.858 -0.043 0.0848
F 2.224 -2.905 0.585 -0.2202
H -3.210 -3.699 2.536 0.3598
H -1.618 -2.968 2.218 0.2625
H -3.018 -2.446 1.250 0.2552
H -3.795 -4.317 -0.786 0.2805
H -4.277 -5.303 0.693 0.4295
H -3.235 -5.989 -0.579 0.2483
H -0.187 -4.208 0.928 0.2157
H 0.401 -6.231 -0.355 0.4293
H -1.305 -6.832 -0.309 0.5597
H -1.508 -4.508 -1.961 0.3711
H -1.452 -6.181 -2.579 0.3720
H 0.172 -4.597 -3.729 0.3916
H 1.925 -6.173 -4.037 0.4545
H 0.350 -6.983 -4.010 0.3992
H 1.475 -7.164 -2.556 0.2962
H 2.505 -4.681 -2.374 0.4352
H 1.460 -4.476 -0.957 0.2733
H 0.548 -2.616 -3.122 0.3722
H 2.318 -2.524 -3.098 0.3089
H -0.159 1.961 1.352 0.3839
H 0.337 1.724 -2.461 0.4074
H 0.670 3.168 -1.489 0.3481
H -1.624 3.384 -2.109 0.3333
H -1.736 2.879 -0.412 0.3365
H -1.721 0.456 -2.193 0.1548
H -3.039 1.094 -1.090 0.3747
H -3.053 2.764 -3.480 0.4433
H -4.233 1.434 -3.072 0.2760
H -4.178 1.865 -5.572 0.3720
H 1.562 -1.404 2.505 0.3793
H 0.863 0.205 2.303 0.3213
H 4.275 0.986 1.034 0.3641
N -1.828 5.809 -0.330 -0.3149
C -2.961 6.378 -0.752 -0.0903
C -3.076 7.721 -1.075 -0.5781
C -1.954 8.523 -0.949 -0.1395
C -0.768 7.957 -0.511 -0.6089
C -0.759 6.603 -0.218 -0.0795
H -3.814 5.712 -0.832 0.3719
H -4.019 8.127 -1.415 0.3582
H -2.003 9.578 -1.190 0.3736
H 0.128 8.551 -0.400 0.3576
H 0.148 6.114 0.125 0.3624
N 2.665 2.993 7.212 -0.5375
C 2.814 2.143 6.194 -0.2262
C 4.039 1.799 5.646 -0.0843
C 5.180 2.374 6.183 -0.4919
C 5.051 3.261 7.239 -0.3036
C 3.777 3.534 7.715 -0.2675
H 1.892 1.720 5.806 0.3421
H 4.097 1.100 4.820 0.5087
H 6.158 2.134 5.783 0.3851
H 5.917 3.731 7.685 0.3661
H 3.626 4.219 8.542 0.3541
```

As for the highest occupied orbital energy: -11.24 eV. The charge is +1.

> The highest charge belongs to which entry?

C20H45IrN2P3S2